The ion C4H10NO with charge -2. Source: the Open Molecules 2025 dataset; level of theory: wB97M-V/def2-TZVPD.

The geometry in XYZ format:
```
16
Properties=species:S:1:pos:R:3
C 0.37027 0.62120 -1.71512
N 0.54986 0.39790 -0.29642
C 1.13591 -0.93738 -0.13760
C -0.80513 0.52205 0.36965
C -0.83347 -0.15992 1.79260
O -1.25373 -1.41461 1.79354
H -0.19443 1.56129 -1.93601
H -0.23363 -0.06922 -2.35851
H 1.25364 0.87587 -2.32632
H 1.69120 -0.95314 0.82003
H 1.77898 -1.21179 -0.96668
H 0.35194 -1.70172 -0.00673
H -0.87590 1.61143 0.52553
H -1.59085 0.14018 -0.27640
H -1.49111 0.54994 2.41998
H 0.14646 0.16790 2.29848
```

energy relative to the best compared isomer or geometry (same formula, charge and spin): 1.1500 eV
gap between HOMO and LUMO (spin up / spin down): 2.9 / 6.8 eV
multiplicity: 2
total charge: -2

A structure of composition C28H35FeN8O2PS. Source: the Open Molecules 2025 dataset; level of theory: wB97M-V/def2-TZVPD.

The geometry in XYZ format:
```
76
Properties=species:S:1:pos:R:3
Fe -0.73498 -0.60504 0.69329
C 5.22466 -1.54913 -0.38542
N 3.81640 -1.25826 -0.14455
C 3.10843 -0.08871 -0.63650
C 1.75092 -0.34183 -0.03975
O 0.73495 0.38953 -0.18969
N 1.71635 -1.46264 0.66617
C 2.97560 -1.97491 0.60296
N 3.31457 -3.08216 1.23866
H 5.56134 -0.95793 -1.23279
H 5.35231 -2.59826 -0.65160
H 5.83819 -1.30659 0.48278
H 3.06423 -0.06005 -1.72732
H 3.54227 0.84556 -0.27445
H 2.61715 -3.57171 1.77317
H 4.24689 -3.45984 1.20722
C 0.65795 5.65904 2.95513
C 1.06914 4.22981 2.90968
C 2.32563 3.75301 3.19437
C 2.56066 2.38025 3.11304
N 1.59231 1.51277 2.76784
C 0.39255 1.97504 2.51775
S -0.99400 0.93198 2.30147
N 0.13622 3.30864 2.57041
C 3.89146 1.79468 3.43980
H 1.47330 6.27956 3.31579
H -0.19931 5.79096 3.61791
H 0.37661 6.00497 1.95821
H 3.10647 4.43662 3.49403
H -0.81503 3.61091 2.38892
H 4.59430 2.54322 3.79518
H 4.30765 1.31019 2.55383
H 3.76751 1.02080 4.19813
C -3.41664 -0.61205 -1.43720
P -1.69787 -0.05003 -1.35418
C -1.68691 1.69882 -1.76920
C -1.17678 2.69230 -0.94034
C -1.23257 4.01798 -1.34080
C -1.79741 4.35686 -2.56233
C -2.29741 3.36612 -3.39809
C -2.24034 2.03935 -3.00767
C -0.73241 -0.88536 -2.61353
C -1.07791 -2.15659 -3.07700
C -0.32824 -2.75414 -4.07466
C 0.76909 -2.09105 -4.61172
C 1.11332 -0.82265 -4.15819
C 0.36169 -0.21335 -3.16756
H -3.52064 -1.66569 -1.18296
H -3.78087 -0.46382 -2.45451
H -4.01197 -0.00345 -0.75703
H -0.72298 2.41757 -0.00069
H -0.82873 4.79630 -0.70611
H -1.84501 5.39351 -2.86774
H -2.72833 3.62640 -4.35520
H -2.61536 1.27579 -3.67960
H -1.94328 -2.67137 -2.68221
H -0.60782 -3.72902 -4.45114
H 1.33915 -2.55233 -5.40731
H 1.94720 -0.29652 -4.60458
H 0.60170 0.79167 -2.84323
C -1.99054 -5.04734 -0.20226
N -2.48571 -3.94675 0.64235
C -3.55660 -4.10027 1.48096
C -3.99364 -3.09761 2.26913
C -3.30223 -1.84986 2.22931
N -2.24278 -1.72269 1.41421
C -1.85049 -2.75065 0.63110
O -0.86773 -2.48769 -0.10887
N -3.71325 -0.82469 2.95667
H -2.79723 -5.76038 -0.34453
H -1.14592 -5.53685 0.27801
H -1.68003 -4.64856 -1.16280
H -4.03050 -5.07227 1.46424
H -4.84693 -3.23706 2.91549
H -4.50130 -0.93138 3.57583
H -3.21047 0.04836 2.99226
```

energy relative to the best compared isomer or geometry (same formula, charge and spin): 0.0000 eV
gap between HOMO and LUMO (spin up / spin down): 6.8 / 8.1 eV
multiplicity: 2
total charge: +3

A cluster of 9 separate species, C24H50Br19OP in total. Source: the Open Molecules 2025 dataset; level of theory: wB97M-V/def2-TZVPD.

The geometry in XYZ format:
```
95
Properties=species:S:1:pos:R:3
C -0.29894 0.01913 1.55935
O -1.37885 -0.88464 1.45672
C -1.87486 -1.03618 0.13608
C -3.39052 -0.77277 0.02113
C -4.12892 -0.56354 1.34530
C -5.37615 0.29908 1.20040
C -5.16108 1.71808 0.63183
P -3.43541 2.38670 0.85083
Br -3.82955 4.08529 2.26073
H 0.57921 -0.31897 0.99527
H -0.57708 1.01470 1.19586
H -0.03522 0.08644 2.61471
H -1.34631 -0.35103 -0.53285
H -1.64161 -2.04896 -0.19524
H -3.85316 -1.61537 -0.50053
H -3.54732 0.08906 -0.63668
H -3.44494 -0.13903 2.08154
H -4.42759 -1.53518 1.74545
H -6.10454 -0.21760 0.56918
H -5.84612 0.38924 2.18423
H -5.84650 2.41216 1.11602
H -5.38733 1.77139 -0.43438
H -3.45653 3.21709 -0.29331
Br 0.19677 5.55709 2.26927
C -0.73709 5.63592 3.96511
C -0.00116 4.88231 5.04382
Br -0.09099 2.96139 4.77492
H -1.71982 5.21227 3.78276
H -0.82508 6.68734 4.22954
H -0.45241 5.07839 6.01381
H 1.05351 5.13937 5.06790
Br 2.33284 2.36576 1.17763
C 3.19588 3.27684 -0.30208
C 2.34714 4.38737 -0.86796
Br 0.87035 3.70090 -1.91753
H 3.41343 2.52191 -1.05196
H 4.12423 3.68221 0.09449
H 2.93647 5.00399 -1.54322
H 1.91738 5.01349 -0.09163
Br 0.07545 -7.37344 -1.19747
C 0.67693 -5.74184 -0.33819
C -0.37652 -4.67025 -0.29683
Br -0.67761 -3.94253 -2.07346
H 1.52805 -5.40543 -0.91719
H 1.01400 -6.01730 0.65841
H -0.02034 -3.84637 0.32037
H -1.33611 -5.02120 0.07142
Br -0.03843 -0.23709 -3.20292
C -0.08494 -0.19817 -5.14114
C -1.21736 -1.02574 -5.69235
Br -0.87279 -2.92534 -5.52141
H 0.88087 -0.55957 -5.48310
H -0.21063 0.84482 -5.42363
H -1.34914 -0.83112 -6.75421
H -2.14535 -0.82956 -5.16355
Br 3.21164 -5.47385 3.14374
C 4.97492 -5.62024 2.34062
C 4.95456 -5.27144 0.87658
Br 4.08876 -6.65011 -0.18815
H 5.30963 -6.63832 2.51409
H 5.61294 -4.92245 2.87796
H 5.96931 -5.19283 0.49422
H 4.40947 -4.35081 0.68749
Br -1.88380 6.37146 -0.82622
C -1.53534 8.23846 -0.46480
C -0.40540 8.77565 -1.30662
Br 1.32836 8.10324 -0.74402
H -1.31673 8.31049 0.59730
H -2.45028 8.78118 -0.69183
H -0.34995 9.85807 -1.21833
H -0.51602 8.49464 -2.34946
Br 2.64361 -0.93886 -3.93015
C 3.63365 -2.50060 -3.33900
C 2.84339 -3.36640 -2.39334
Br 2.60174 -2.52416 -0.65874
H 4.54468 -2.12956 -2.87936
H 3.88643 -3.06508 -4.23368
H 3.37324 -4.30136 -2.21488
H 1.83899 -3.57268 -2.75796
Br -4.75279 -4.15265 3.06775
C -6.28705 -3.09983 3.61594
C -7.55649 -3.54909 2.93745
Br -7.61026 -3.04664 1.06388
H -6.05193 -2.06362 3.38712
H -6.37490 -3.22805 4.69225
H -8.41912 -3.07839 3.40305
H -7.66272 -4.62905 2.97040
Br 7.19870 -0.61360 -3.77545
C 6.85997 -0.04104 -1.95455
C 7.54132 -0.92284 -0.93806
Br 6.70251 -2.67132 -0.84541
H 5.78044 -0.04693 -1.82704
H 7.23064 0.97812 -1.87271
H 7.44924 -0.48484 0.05295
H 8.58639 -1.09621 -1.17435
```

gap between HOMO and LUMO: 9.0 eV
total charge: 0

A structure of composition C44H56Br2MgN5O2P2. Source: the Open Molecules 2025 dataset; level of theory: wB97M-V/def2-TZVPD.

The geometry in XYZ format:
```
112
Properties=species:S:1:pos:R:3
Mg 0.51541 -0.29504 -0.00016
C -2.37799 -2.72812 2.22157
C -1.06411 -2.57542 3.00256
C -1.36756 -2.84169 4.47613
P -0.22830 -0.92481 2.60546
C 0.49921 -0.51246 4.26586
C 1.74992 -1.38842 4.42594
C 0.84115 0.95017 4.54077
C -1.68181 0.16399 2.40849
C -2.35066 0.74154 3.49304
C -3.51935 1.46319 3.33099
C -4.04024 1.60004 2.04659
C -3.40205 1.03110 0.96040
C -2.20455 0.29930 1.09645
N -1.52099 -0.25048 -0.00676
C -2.24927 -0.77916 -1.08124
C -3.53322 -1.34777 -0.88723
C -4.24239 -1.94550 -1.90884
C -3.71581 -2.00651 -3.19670
C -2.46143 -1.47189 -3.41237
C -1.70174 -0.87501 -2.39335
P -0.01035 -0.25216 -2.70752
C -0.27312 1.33852 -3.63472
C -1.46100 1.41913 -4.59462
C 1.04106 1.78165 -4.28975
C 0.82274 -1.38011 -3.94643
C 0.94312 -2.80243 -3.38547
C 0.35333 -1.45642 -5.40418
H -2.70114 -3.77364 2.23779
H -2.30260 -2.40616 1.18671
H -3.16145 -2.12602 2.68789
H -0.35570 -3.33290 2.65422
H -2.02185 -2.06751 4.88958
H -0.47557 -2.91970 5.09974
H -1.90387 -3.79279 4.55469
H -0.23887 -0.81304 5.00661
H 2.47328 -1.15399 3.63480
H 1.52044 -2.45691 4.36520
H 2.22984 -1.20421 5.39288
H 1.75714 1.23749 4.02914
H 1.00670 1.08423 5.61511
H 0.04649 1.62902 4.23908
H -1.95769 0.60648 4.49533
H -4.02106 1.90235 4.18562
H -4.95895 2.15713 1.89300
H -3.83283 1.14579 -0.02925
H -3.96243 -1.32499 0.10611
H -5.21736 -2.37340 -1.69927
H -4.27431 -2.45501 -4.00968
H -2.05766 -1.49855 -4.41545
H -0.49398 2.04297 -2.83755
H -1.34709 0.77251 -5.46585
H -1.55891 2.44746 -4.95894
H -2.39384 1.15262 -4.09694
H 1.26080 1.20274 -5.18990
H 1.89613 1.66878 -3.61116
H 0.98142 2.83344 -4.58616
H 1.83202 -0.95580 -3.95876
H -0.04456 -3.25170 -3.24562
H 1.46280 -2.81722 -2.42939
H 1.50227 -3.43075 -4.08581
H -0.52970 -2.08704 -5.51342
H 1.14628 -1.92385 -5.99575
H 0.14280 -0.48953 -5.85293
Br 6.91092 -2.32480 0.17801
C 5.12551 -1.83161 -0.11543
C 4.84007 -0.65768 -0.78640
C 3.50877 -0.32076 -0.92706
N 2.50842 -1.09004 -0.48812
C 2.79913 -2.26437 0.09266
C 4.10726 -2.65725 0.32423
C 1.62003 -3.16718 0.31870
C 1.75033 -4.45056 0.80980
C 0.63818 -5.27765 0.77301
Br 0.76226 -7.02368 1.44598
C -0.54232 -4.82575 0.22887
C -0.58935 -3.50771 -0.20291
N 0.45347 -2.67917 -0.13284
H 5.62660 -0.01782 -1.16775
H 3.21545 0.59985 -1.42391
H 4.34026 -3.59638 0.80698
H 2.68921 -4.82333 1.19733
H -1.41296 -5.46578 0.15121
H -1.50080 -3.10494 -0.63084
C 2.09261 3.56927 -1.07444
C 0.75528 2.96756 -0.73344
O 0.64578 1.78481 -0.45181
C -0.44527 3.82934 -0.75202
C -1.69056 3.21694 -0.62356
C -2.84543 3.97864 -0.64502
C -2.75906 5.35938 -0.79750
C -1.51844 5.97483 -0.93063
C -0.36183 5.21177 -0.91210
H 2.87428 2.81850 -0.99489
H 2.32507 4.39019 -0.38922
H 2.07109 3.97908 -2.08851
H -1.72992 2.13634 -0.51501
H -3.81183 3.49728 -0.54243
H -3.66073 5.95959 -0.81584
H -1.45330 7.05075 -1.05204
H 0.59882 5.70684 -1.01927
C 1.29019 3.61910 1.98448
N 2.66535 3.13517 1.97195
C 3.01137 1.83565 1.77640
N 4.35361 1.55975 1.86652
O 2.19043 0.95782 1.49696
H 1.00836 3.97216 2.97368
H 0.62736 2.80480 1.70527
H 1.16442 4.43759 1.27379
H 3.38398 3.77713 2.25138
H 4.96962 2.18770 2.35314
H 4.59127 0.58518 1.91615
```

energy relative to the best compared isomer or geometry (same formula, charge and spin): 0.0787 eV
gap between HOMO and LUMO: 5.9 eV
total charge: +1